Entry 1:
# C32H37N6O3S3W

A molecular structure, C32H37N6O3S3W (wB97M-V/def2-TZVPD, OMol25).

ΔE to the lowest compared entry with this formula, charge and spin: 0.0 kcal per mole
LUMO energy: -4.1 eV
charge: +1

Each line ends with the Löwdin charge.
Element x y z (Å)
1 W -0.62304 -0.40351 -0.16850  1.609
2 C 2.96746 2.05653 -0.59405  0.025
3 C 1.62192 1.69238 -0.04633  -0.391
4 O 0.88766 0.96200 -0.77854  -0.177
5 C 1.18825 2.19695 1.18262  -0.005
6 C -0.13757 2.12105 1.57360  -0.295
7 C -0.64830 3.07764 2.60572  -0.022
8 N -1.01463 1.25271 1.02433  -0.129
9 N -2.32223 1.52642 1.37344  0.099
10 C -3.11861 0.73005 0.74880  -0.451
11 O -2.63780 -0.19282 -0.05603  -0.412
12 C -4.57997 0.84406 0.87833  -0.146
13 C -5.13651 1.72520 1.80302  -0.024
14 C -6.51180 1.82822 1.91278  -0.070
15 C -7.33552 1.05517 1.10346  -0.072
16 C -6.78200 0.17607 0.18418  -0.064
17 C -5.40489 0.06654 0.07158  -0.011
18 H 3.03191 1.75203 -1.63593  0.078
19 H 3.73718 1.54283 -0.01325  0.104
20 H 3.14674 3.12777 -0.51089  0.098
21 H 1.83955 2.87761 1.71121  0.123
22 H 0.17885 3.60799 3.07147  0.087
23 H -1.24985 2.56083 3.35092  0.075
24 H -1.31129 3.79982 2.12859  0.102
25 H -4.48439 2.32442 2.42359  0.109
26 H -6.94522 2.51334 2.62910  0.107
27 H -8.41066 1.13941 1.19074  0.108
28 H -7.42268 -0.42558 -0.44626  0.109
29 H -4.96188 -0.61726 -0.63953  0.118
30 C 2.75823 -2.59796 -2.50585  0.002
31 C 1.80904 -2.17442 -1.42259  -0.208
32 N 0.82453 -1.37197 -1.67702  -0.078
33 N 0.78571 -0.99005 -3.01537  -0.029
34 C -0.21267 -0.27793 -3.36165  -1.010
35 S -1.51116 0.18185 -2.27672  0.756
36 S -0.48807 0.24296 -4.99224  0.960
37 C 1.09009 -0.14075 -5.81565  -0.394
38 C 2.10938 0.95171 -5.64958  -0.296
39 C 3.15597 0.83879 -4.74353  -0.051
40 C 4.09030 1.85785 -4.61391  -0.087
41 C 3.97985 3.00658 -5.38212  -0.083
42 C 2.93461 3.12906 -6.28808  -0.071
43 C 2.01021 2.10667 -6.42178  -0.048
44 C 2.02108 -2.72906 -0.08227  -0.121
45 C 2.69595 -3.94705 0.06859  -0.017
46 C 2.93414 -4.48676 1.31537  -0.061
47 C 2.51838 -3.79265 2.44554  -0.048
48 C 1.84695 -2.59079 2.32139  -0.003
49 C 1.57982 -2.06378 1.06206  -0.305
50 O 0.90379 -0.89765 0.95706  -0.331
51 H 2.94641 -1.77798 -3.18865  0.049
52 H 2.31124 -3.40200 -3.09576  0.113
53 H 3.69483 -2.94704 -2.08379  0.086
54 H 0.80011 -0.22857 -6.86316  0.083
55 H 1.43929 -1.11180 -5.47342  0.079
56 H 3.24838 -0.05815 -4.14472  0.082
57 H 4.91647 1.74833 -3.92342  0.103
58 H 4.71117 3.79797 -5.28536  0.105
59 H 2.84571 4.01788 -6.89844  0.108
60 H 1.20029 2.20432 -7.13577  0.117
61 H 3.01908 -4.48978 -0.80803  0.115
62 H 3.44305 -5.43554 1.40772  0.112
63 H 2.70960 -4.19631 3.43101  0.114
64 H 1.50917 -2.06302 3.20035  0.100
65 C 0.60821 0.82214 4.67831  -0.053
66 N 0.10714 -0.09680 3.66568  -0.010
67 C -1.04794 -0.76081 3.65855  -0.723
68 S -1.63090 -1.51585 2.23774  0.864
69 N -1.78491 -0.90199 4.76712  -0.024
70 C -1.33343 -0.87526 6.15487  -0.055
71 H 1.27233 1.52680 4.18290  0.086
72 H 1.17308 0.31731 5.46100  0.089
73 H -0.20720 1.38432 5.12761  0.085
74 H 0.61128 -0.14530 2.78786  0.076
75 H -2.68622 -1.31748 4.59360  0.118
76 H -0.31748 -1.25656 6.23517  0.089
77 H -1.98103 -1.53663 6.72448  0.096
78 H -1.38771 0.11862 6.59554  0.084
79 C -1.30993 -2.47350 -0.45210  -0.269
80 H -1.62185 -2.60990 -1.48725  0.020
81 H -2.15688 -2.73653 0.17740  -0.023
82 H -0.49812 -3.17347 -0.24686  0.021

Entry 2:
# C32H38AsN5PRuS5

A molecular structure, C32H38AsN5PRuS5 (wB97M-V/def2-TZVPD, OMol25).

ΔE to the lowest compared entry with this formula, charge and spin: 2.4 kcal per mole
2S+1: 2
LUMO energy (alpha / beta): 4.0 / 4.0 eV
charge: -2

Each line ends with the Mulliken spin population.
Element x y z (Å)
1 Ru -0.57520 -0.12731 1.27377  0.722
2 N -2.46361 3.67325 2.30297  0.000
3 C -2.23216 2.35851 1.94646  0.002
4 S -1.41819 1.34895 3.03447  -0.018
5 N -2.74217 2.01357 0.78645  -0.001
6 N -2.49634 0.69004 0.48865  0.007
7 C -3.32534 0.26655 -0.39620  -0.010
8 C -3.58002 -1.12280 -0.79332  0.003
9 C -4.69956 -1.36251 -1.59905  -0.003
10 C -5.04895 -2.67165 -1.88044  0.001
11 C -4.29336 -3.70028 -1.34006  0.001
12 C -3.17841 -3.36439 -0.58045  -0.004
13 N -2.81205 -2.11216 -0.35000  -0.005
14 H -2.36012 3.85907 3.28698  0.000
15 H -3.27926 4.07777 1.86876  0.000
16 H -4.03233 0.99625 -0.78721  -0.001
17 H -5.27768 -0.53085 -1.98202  0.000
18 H -5.90550 -2.88501 -2.50928  0.000
19 H -4.54220 -4.73921 -1.51252  0.000
20 H -2.54328 -4.12831 -0.14305  0.001
21 S 0.27641 -4.23863 3.97184  0.014
22 As -0.10048 -2.14386 3.86510  -0.002
23 S -1.83570 -1.63129 2.55143  0.159
24 S 1.24770 -1.13874 2.41837  0.021
25 S -0.15347 -1.16934 5.73882  0.001
26 C 4.62562 4.51709 1.37027  0.000
27 C 3.62054 3.53416 1.92227  -0.014
28 C 3.72585 3.07008 3.22239  0.023
29 C 2.74605 2.20434 3.70039  -0.008
30 C 2.78638 1.67115 5.10815  -0.003
31 C 1.70911 1.80401 2.87800  -0.005
32 C 1.58183 2.17860 1.52048  0.022
33 C 2.58218 3.10282 1.10527  0.029
34 N 0.56781 1.67327 0.68768  0.039
35 C 0.48403 2.43501 -0.59829  -0.015
36 C -0.67861 1.99341 -1.49053  0.048
37 C 1.75988 2.22344 -1.47362  0.003
38 C 0.18273 3.93659 -0.32770  0.003
39 H 5.37077 4.77705 2.12495  0.000
40 H 4.14051 5.44184 1.04395  0.000
41 H 5.15453 4.10854 0.50418  0.000
42 H 4.54401 3.38936 3.86253  0.001
43 H 3.59249 2.13466 5.68323  0.000
44 H 2.92576 0.58779 5.10736  0.001
45 H 1.83868 1.84102 5.62199  0.000
46 H 0.95910 1.19145 3.32812  0.012
47 H 2.57716 3.52485 0.11501  0.002
48 H -0.70465 0.91869 -1.61489  -0.022
49 H -0.54439 2.44608 -2.47952  -0.001
50 H -1.63173 2.32178 -1.09411  -0.001
51 H 1.52207 1.57660 -2.31397  -0.002
52 H 2.57056 1.76347 -0.91333  0.001
53 H 2.13383 3.16524 -1.88833  0.002
54 H 0.68450 4.32734 0.55226  -0.002
55 H -0.88889 4.05273 -0.15993  -0.001
56 H 0.46534 4.55260 -1.18886  0.000
57 C 2.18530 -1.46676 -0.56097  0.001
58 P 0.35494 -1.46774 -0.63809  0.043
59 C 0.08175 -3.29373 -0.66126  -0.035
60 C -0.20452 -4.01524 -1.82398  0.005
61 C -0.41867 -5.38582 -1.77471  0.000
62 C -0.35657 -6.05782 -0.56000  0.000
63 C -0.06079 -5.35087 0.59500  -0.003
64 C 0.16021 -3.98073 0.54392  -0.005
65 C 0.12881 -1.11093 -2.45065  -0.015
66 C -1.13011 -1.22082 -3.04879  -0.002
67 C -1.34536 -0.84133 -4.36245  0.001
68 C -0.29901 -0.33801 -5.12475  -0.001
69 C 0.96180 -0.24959 -4.56123  0.000
70 C 1.17090 -0.63483 -3.24137  -0.004
71 H 2.60442 -2.01822 -1.40387  0.001
72 H 2.45960 -1.95490 0.36968  -0.003
73 H 2.56286 -0.44460 -0.53288  0.003
74 H -0.26241 -3.51953 -2.78170  0.001
75 H -0.64075 -5.92478 -2.68935  0.000
76 H -0.54384 -7.12523 -0.51672  0.000
77 H -0.01528 -5.82623 1.56744  0.000
78 H 0.37716 -3.46247 1.46803  0.014
79 H -1.95651 -1.61739 -2.48010  -0.001
80 H -2.33941 -0.92911 -4.78524  0.000
81 H -0.46628 -0.02237 -6.14781  0.000
82 H 1.79319 0.13322 -5.14140  0.000
83 H 2.16678 -0.55685 -2.83262  -0.001

Q: Which formula does entry 1 have?
A: C32H37N6O3S3W